Record 1
The following is a quantum chemistry calculation of one molecule with the formula C2O in a non-equilibrium geometry, from the Open Molecules 2025 dataset.

Positions of all 3 atoms, in Å:
O  0.000  -0.726  0.000
C  -0.731  0.363  0.000
C  0.731  0.363  0.000

For the molar mass, the calculation gives 40.0 g/mol. Its max |F| is 0.03871 Eh/bohr. Its LUMO energy is -1.20 eV. The HOMO-LUMO gap is 9.542 eV. Its structure (SMILES) is C1#CO1. The energy above the lowest of the compared OMol25 structures with the same formula, charge and spin comes out at 0.0 kcal/mol. Its total charge is 0. As for the HOMO energy: -10.74 eV. The electronic energy is -4114.9782 eV.



Record 2
The following is a quantum chemistry calculation of a 2-piece molecular cluster, C2O2S overall in a non-equilibrium geometry, from the Open Molecules 2025 dataset.

Positions of all 5 atoms, in Å:
S  -2.216  0.761  1.789
O  2.193  -0.690  -1.586
O  0.878  0.456  -0.106
C  -2.371  -0.355  0.748
C  1.516  -0.173  -0.846

For the molar mass, the calculation gives 88.1 g/mol. Its max |F| is 0.06843 Eh/bohr. Its LUMO energy is -0.04 eV. The HOMO-LUMO gap is 11.174 eV. The energy above the lowest of the compared OMol25 structures with the same formula, charge and spin comes out at 36.3 kcal/mol. Its total charge is 0. As for the HOMO energy: -11.22 eV. The electronic energy is -17002.6147 eV.



Record 3
The following is a quantum chemistry calculation of a 2-piece molecular cluster, C2O2S overall in a non-equilibrium geometry, from the Open Molecules 2025 dataset.

Positions of all 5 atoms, in Å:
S  1.536  0.664  0.153
O  0.905  -1.864  -0.266
O  -1.901  1.481  -0.058
C  0.934  -0.733  -0.016
C  -1.473  0.452  0.187

For the molar mass, the calculation gives 88.1 g/mol. Its max |F| is 0.06546 Eh/bohr. Its LUMO energy is 0.19 eV. The HOMO-LUMO gap is 10.775 eV. The energy above the lowest of the compared OMol25 structures with the same formula, charge and spin comes out at 11.1 kcal/mol. Its total charge is 0. As for the HOMO energy: -10.59 eV. The electronic energy is -17003.7102 eV.



Record 4
The following is a quantum chemistry calculation of C2O2S2 as an isolated structure in a non-equilibrium geometry, from the Open Molecules 2025 dataset.

Positions of all 6 atoms, in Å:
S  0.576  -0.896  0.001
S  3.568  0.091  0.017
O  -2.080  -0.785  0.052
O  -1.152  1.278  -0.101
C  2.084  -0.403  -0.039
C  -1.584  0.247  -0.032

For the molar mass, the calculation gives 120.2 g/mol. Its max |F| is 0.09274 Eh/bohr. Its LUMO energy is -0.40 eV. The HOMO-LUMO gap is 9.420 eV. The energy above the lowest of the compared OMol25 structures with the same formula, charge and spin comes out at 18.3 kcal/mol. Its total charge is 0. As for the HOMO energy: -9.82 eV. The electronic energy is -27839.3298 eV.



Record 5
The following is a quantum chemistry calculation of a 2-piece molecular cluster, C2O3 overall in a non-equilibrium geometry, from the Open Molecules 2025 dataset.

Positions of all 5 atoms, in Å:
O  2.097  -0.068  0.384
O  -1.703  -0.987  -0.016
O  -1.564  0.985  0.014
C  2.962  0.022  -0.332
C  -2.084  0.030  0.046

For the molar mass, the calculation gives 72.0 g/mol. Its max |F| is 0.30012 Eh/bohr. Its LUMO energy is -0.74 eV. The HOMO-LUMO gap is 11.298 eV. The energy above the lowest of the compared OMol25 structures with the same formula, charge and spin comes out at 75.1 kcal/mol. Its total charge is 0. As for the HOMO energy: -12.04 eV. The electronic energy is -8213.5866 eV.



Record 6
The following is a quantum chemistry calculation of C2O3S as an isolated structure in a non-equilibrium geometry, from the Open Molecules 2025 dataset.

Positions of all 6 atoms, in Å:
S  0.596  -0.370  -0.087
O  1.750  0.055  0.616
O  0.506  -1.690  -0.596
O  -0.939  0.097  0.823
C  -1.446  1.006  0.060
C  -0.468  0.902  -0.815

For the molar mass, the calculation gives 104.1 g/mol. Its max |F| is 0.09658 Eh/bohr. Its LUMO energy (spin up / spin down) is -3.11 / -3.10 eV. The HOMO-LUMO gap (spin up / spin down) is 7.451 / 7.471 eV. The energy above the lowest of the compared OMol25 structures with the same formula, charge and spin comes out at 231.5 kcal/mol. Its total charge is 0. As for the HOMO energy (spin up / spin down): -10.56 / -10.57 eV. The electronic energy is -19042.7542 eV.